[1]
An isolated ion of composition C9H19N2 and charge +1, computed with ωB97M-V/def2-TZVPD.

Calculated values
Multiplicity: 1
Total charge: +1
Largest force on an atom (Eh/bohr): 0.1331
ΔE to the lowest compared entry with this formula, charge and spin (eV): 5.732

Structure (XYZ):
```
30
C9H19N2 | the OMol25 dataset | ωB97M-V/def2-TZVPD
C -0.36995 2.00182 0.68535
C -1.31171 0.39004 2.83248
C -0.57201 0.60285 0.60766
C -0.51521 0.62510 -3.36701
C 0.11913 -2.41288 1.46520
C -1.03223 0.26199 -0.81134
C 0.95052 -0.02092 0.98996
C 0.03681 0.81668 -1.90617
C 1.10884 -1.50754 0.68644
N -1.50339 0.17458 1.60764
N 0.53461 2.79287 1.23175
H -1.28350 2.47304 0.57170
H -2.07825 0.22231 3.62536
H -0.88720 -0.35500 -3.56419
H 0.20985 0.75554 -4.23415
H -1.17521 1.48053 -3.54744
H -0.51147 -2.92595 0.79203
H -0.42506 -1.81447 2.12586
H 0.52204 -3.26618 2.06576
H -1.06678 -0.75793 -1.13852
H -1.85849 0.80649 -1.06799
H 1.61149 0.70925 0.45684
H 0.99414 0.25858 2.07235
H 0.25662 1.84812 -1.57458
H 1.02034 0.30704 -1.84711
H 1.04180 -1.56096 -0.41979
H 2.14622 -1.72567 1.04619
H -2.28975 -0.39239 1.23223
H 0.25690 3.75929 1.47423
H 1.44951 2.39870 1.45424
```

---

[2]
A 5-piece molecular cluster, C9H19N2O11 overall, computed with ωB97M-V/def2-TZVPD.

Calculated values
Multiplicity: 1
Total charge: -1
Largest force on an atom (Eh/bohr): 0.1512
ΔE to the lowest compared entry with this formula, charge and spin (eV): 4.509

Structure (XYZ):
```
41
C9H19N2O11 | the OMol25 dataset | ωB97M-V/def2-TZVPD
C 1.98718 -4.50549 0.49541
C 3.05357 -4.85021 -0.46880
O 3.79723 -5.81924 -0.35128
N 3.29000 -3.88268 -1.65073
H 3.36036 -4.35160 -2.54250
H 2.44571 -3.33406 -1.73009
C 4.31648 -2.80383 -1.37708
H 1.13834 -4.28351 -0.15136
H 2.31069 -3.56899 0.94974
H 1.81492 -5.27030 1.25270
H 4.02213 -2.43541 -0.39436
H 4.19292 -2.10220 -2.20202
H 5.30106 -3.27087 -1.35297
C -2.66893 3.77644 3.67547
C -1.16806 3.64550 3.52275
O -0.72269 2.54828 3.34371
N -0.23028 4.90286 3.57080
H -0.87478 5.64535 3.80192
H 0.39386 4.92881 4.36445
C 0.48873 5.06733 2.18813
H -3.07868 2.78052 3.50713
H -3.10687 4.29083 2.82007
H -3.09641 4.21041 4.57937
H 1.03400 4.13051 2.07348
H 1.24328 5.84030 2.33404
H -0.27206 5.10547 1.40849
O -1.68913 -3.53288 -4.61021
C -1.06465 -4.55483 -5.05050
O 0.07682 -4.72915 -4.65261
O -1.44795 -5.37237 -5.87698
H -1.15461 -3.07715 -3.95582
O 1.35611 0.55802 -0.87132
C 0.29715 0.09859 -1.40597
O 0.22085 -1.07526 -1.79837
O -0.66068 0.81584 -1.29855
H 0.73183 1.22253 -0.57082
O -4.32135 3.20291 -0.63476
C -5.46805 2.69847 -0.23896
O -6.44419 3.47576 0.00822
O -5.56415 1.48544 0.09385
H -3.83968 2.38985 -0.80367
```

---

[3]
One molecule with the formula C9H19N3O3S, computed with ωB97M-V/def2-TZVPD.

Calculated values
Multiplicity: 1
Largest force on an atom (Eh/bohr): 0.0198
ΔE to the lowest compared entry with this formula, charge and spin (eV): 0.724
Structure (SMILES): CCCNC(=O)N1CCN(S(C)(=O)=O)CC1

Structure (XYZ):
```
35
C9H19N3O3S | the OMol25 dataset | ωB97M-V/def2-TZVPD
C 3.38805 2.34626 -0.22567
C 4.22011 1.26284 0.44761
C 3.78834 -0.13979 0.02403
N 2.45512 -0.45419 0.49542
C 1.56443 -1.08650 -0.32365
O 1.77780 -1.27974 -1.50655
N 0.38586 -1.47554 0.26550
C -0.07913 -1.03418 1.56335
C -1.62011 -0.96362 1.56266
N -2.14004 -0.60410 0.27291
S -2.18674 1.00644 -0.12709
C -0.53039 1.53411 -0.65990
O -3.05616 1.12573 -1.25609
O -2.50464 1.71661 1.07718
C -1.83424 -1.52886 -0.79731
C -0.53495 -2.29195 -0.49415
H 2.33824 2.23561 0.03213
H 3.48110 2.27636 -1.30639
H 3.71936 3.33311 0.08799
H 5.27085 1.39060 0.18292
H 4.13659 1.35400 1.53359
H 3.75692 -0.21770 -1.06456
H 4.50595 -0.87808 0.40506
H 2.35284 -0.54427 1.49254
H 0.32004 -0.03809 1.77078
H 0.25552 -1.71878 2.35780
H -2.05049 -1.92853 1.84568
H -1.96526 -0.20357 2.26317
H 0.05395 1.73556 0.22703
H -0.07091 0.77368 -1.27714
H -0.67529 2.44207 -1.23091
H -2.66352 -2.23633 -0.91268
H -1.75899 -0.94714 -1.71625
H -0.03127 -2.57693 -1.41858
H -0.75784 -3.19513 0.08538
```

---

[4]
C9H19N3O9P2STi as an isolated structure, computed with ωB97M-V/def2-TZVPD.

Calculated values
Multiplicity: 1
Total charge: +2
Largest force on an atom (Eh/bohr): 0.0175
ΔE to the lowest compared entry with this formula, charge and spin (eV): 0.134

Structure (XYZ):
```
44
C9H19N3O9P2STi | the OMol25 dataset | ωB97M-V/def2-TZVPD
Ti -0.34346 -0.34968 -0.49732
N 1.49686 -1.34575 -1.40317
C 2.02165 -2.34150 -0.44622
C 0.88365 -2.69333 0.48205
O 0.97232 -3.36853 1.46358
O -0.26565 -2.09445 0.08669
H 1.04908 -1.85165 -2.16593
H 2.23197 -0.79238 -1.83301
H 2.82858 -1.91152 0.14749
H 2.40518 -3.24105 -0.92868
C -3.98248 0.55543 -3.59590
C -2.79214 1.11201 -2.82133
O -2.52375 2.47702 -3.08265
P -3.10003 1.12166 -1.00717
O -3.98480 2.34819 -0.63378
O -3.97088 -0.09771 -0.55948
O -1.76143 1.06989 -0.30234
P -1.29369 0.03654 -2.95660
O -1.19686 -0.56921 -4.39288
O -1.55620 -1.08101 -1.92675
O -0.05286 0.72630 -2.43418
H -4.87852 1.13984 -3.38255
H -4.16750 -0.49300 -3.36144
H -3.78038 0.62119 -4.66627
H -2.53129 2.65761 -4.03118
H -3.68690 3.22459 -0.92813
H -4.92988 -0.02825 -0.67900
H -0.68429 -0.09860 -5.06685
N 1.15847 1.18574 -0.07452
H 1.54650 1.52756 -0.95154
H 1.91657 0.94690 0.56109
H 0.66866 1.97347 0.35056
S -0.26108 -0.01756 2.03322
C -1.56884 -0.97188 2.70995
N -1.36429 -2.28715 2.94224
C -2.26263 -3.10031 3.51838
C -3.47543 -2.59691 3.92288
C -3.72897 -1.24656 3.71410
C -2.78161 -0.43411 3.10968
H -0.49235 -2.69978 2.59217
H -1.95852 -4.13000 3.63874
H -4.19724 -3.24788 4.39262
H -4.67031 -0.82165 4.03693
H -2.95441 0.62317 2.97079
```

---

[5]
A 2-piece molecular cluster, C9H19NO overall, computed with ωB97M-V/def2-TZVPD.

Calculated values
Multiplicity: 1
Largest force on an atom (Eh/bohr): 0.0414
ΔE to the lowest compared entry with this formula, charge and spin (eV): 3.284
Structure (SMILES): C=C[C@H](O)CC.CN1CCC1

Structure (XYZ):
```
30
C9H19NO | the OMol25 dataset | ωB97M-V/def2-TZVPD
C 1.67162 -1.94700 -1.16360
C 2.34007 -1.57970 -0.06350
C 2.62135 -0.16333 0.38508
O 2.37450 0.05022 1.76471
C 1.85409 0.77325 -0.52567
C 2.01774 2.24455 -0.24802
H 1.04289 -1.24841 -1.72373
H 1.64473 -2.98933 -1.52465
H 2.75584 -2.36316 0.57065
H 3.70527 -0.03670 0.27913
H 1.46892 0.37439 1.82256
H 2.12697 0.55080 -1.57136
H 0.81051 0.51812 -0.41186
H 1.29673 2.82234 -0.80779
H 3.02072 2.59229 -0.53128
H 1.87242 2.45352 0.81529
C -3.49832 1.14399 -0.02767
N -2.94934 -0.18418 -0.27333
C -1.51212 -0.05361 -0.47035
C -1.19819 -1.23728 0.45036
C -2.68042 -1.10736 0.88428
H -4.62459 1.05911 0.13137
H -3.03057 1.64326 0.83622
H -3.32488 1.74968 -0.91870
H -1.11959 0.88789 -0.03005
H -1.15557 -0.11071 -1.51789
H -0.97367 -2.17603 -0.07074
H -0.44039 -1.05062 1.22269
H -2.80429 -0.59895 1.84802
H -3.31242 -2.01703 0.86983
```

---

[6]
An isolated ion of composition C9H20BN4O3 and charge +1, computed with ωB97M-V/def2-TZVPD.

Calculated values
Multiplicity: 1
Total charge: +1
Largest force on an atom (Eh/bohr): 0.0956
Structure (SMILES): CC[C@@]1(B(C)O)NC(NCCC(N)=O)=[NH+]CO1

Structure (XYZ):
```
37
C9H20BN4O3 | the OMol25 dataset | ωB97M-V/def2-TZVPD
C -3.07018 0.17513 1.92216
C -2.43548 1.37763 1.06600
C -0.84003 1.48999 1.12976
B -0.36134 1.92616 2.66176
C 1.14949 2.49940 2.86956
O -1.21307 1.86889 3.81994
N -0.09573 0.23226 0.81605
C 0.55889 0.23116 -0.47771
N 1.29529 -0.85853 -0.77344
C 2.07504 -1.04076 -2.03474
C 2.76947 -2.51004 -2.05536
C 2.08907 -3.52355 -3.08929
N 1.28825 -3.11608 -4.27028
O 2.20622 -4.76888 -2.92061
N 0.50522 1.27121 -1.49803
C -0.50971 2.29309 -1.09008
O -0.46306 2.62391 0.30316
H -3.45402 -0.61549 1.17422
H -3.94647 0.46549 2.58441
H -2.26383 -0.36895 2.54727
H -2.87776 1.31984 0.01766
H -2.84447 2.35505 1.52614
H 1.52896 3.04558 1.92451
H 1.14347 3.22296 3.76935
H 1.88987 1.65300 3.06473
H -1.02114 1.03120 4.29573
H -0.65697 -0.62045 0.94677
H 1.34539 -1.61841 -0.06946
H 1.36673 -0.92110 -2.91705
H 2.89763 -0.23059 -2.04137
H 2.67992 -2.99696 -1.01618
H 3.87081 -2.41078 -2.36934
H 1.56588 -2.18425 -4.60554
H 0.28868 -3.13818 -4.02979
H 1.42004 1.73730 -1.58890
H -0.23203 3.26046 -1.65692
H -1.53088 1.98558 -1.48766
```

---

[7]
A 2-piece molecular cluster, C9H20BrN overall, computed with ωB97M-V/def2-TZVPD.

Calculated values
Multiplicity: 1
Largest force on an atom (Eh/bohr): 0.0330
ΔE to the lowest compared entry with this formula, charge and spin (eV): 0.470

Structure (XYZ):
```
31
C9H20BrN | the OMol25 dataset | ωB97M-V/def2-TZVPD
C 3.19378 -0.73279 0.35704
C 1.95611 -0.83262 1.23665
C 0.84287 -1.69368 0.67063
C 0.23701 -1.32812 -0.67048
N -0.67647 -0.13493 -0.74632
C -1.58409 -0.07099 0.45102
C -2.14612 1.32679 0.48796
C -1.16819 2.17989 -0.34569
C -0.04065 1.25198 -0.70332
C -1.50775 -0.29374 -1.96990
H 3.55848 -1.72255 0.08221
H 3.97935 -0.23156 0.91977
H 2.96346 -0.12766 -0.52243
H 1.60961 0.16388 1.53433
H 2.26759 -1.19897 2.21963
H 0.10052 -1.94220 1.43629
H 1.19242 -2.73545 0.58696
H -0.32135 -2.20840 -0.98720
H 1.00620 -1.15793 -1.42661
H -2.33180 -0.85975 0.50550
H -0.91375 -0.19909 1.29868
H -3.13072 1.34557 0.00321
H -2.31658 1.79445 1.45375
H -1.68304 2.62292 -1.20007
H -0.81053 3.01517 0.25591
H 0.50085 1.38431 -1.63747
H 0.63853 1.17539 0.14398
H -2.06302 -1.22060 -1.89969
H -0.84719 -0.16993 -2.82657
H -2.20525 0.54016 -2.02136
Br -0.30029 2.06049 3.31361
```

---

The following HOMO-LUMO gap values (in eV) correspond, in order, to the records above: 6.66 2.37 9.88 7.94 9.61 9.29 6.85.
The following calculated total energy values (in a.u.) correspond, in order, to the records above: -463.41320 -1291.28345 -1142.52532 -3126.03297 -484.22118 -824.25356 -2983.65187.